Run w
Here is a molecular structure, C2H5N3O2S from OMol25. Energies are from the ωB97M-V functional and the def2-TZVPD basis.

For the HOMO energy, the calculation gives -0.314 Eh. The calculation puts the lowest unoccupied orbital energy at -0.3 eV.

Element x y z (Å)
1 C 0.509 1.023 0.013
2 C 0.271 -0.477 -0.195
3 H -1.290 2.029 -1.236
4 H -0.559 2.877 0.261
5 H 1.606 -2.241 0.557
6 H 2.767 -1.126 -1.275
7 H -3.195 -1.500 0.063
8 N -0.267 2.084 -0.745
9 N 1.509 -1.153 0.214
10 N -0.880 -1.137 -0.338
11 O 1.173 1.386 0.965
12 O 2.658 -0.760 -0.266
13 S -2.325 -0.430 0.201

***

Run x
Here is a single C2H5N3O2S molecule from OMol25. Energies are from the ωB97M-V functional and the def2-TZVPD basis.

For the HOMO energy, the calculation gives -0.320 Eh. The calculation puts the lowest unoccupied orbital energy at -0.4 eV. As for the SMILES: N/N=C(/NO)C(O)=S.

Element x y z (Å)
1 C -0.200 0.278 -0.160
2 C 0.557 -0.973 -0.106
3 H 1.663 2.785 0.240
4 H 2.212 1.132 0.269
5 H -1.972 1.081 -0.450
6 H -2.488 -1.294 0.369
7 H 0.371 -2.813 -0.282
8 N 1.501 1.827 0.019
9 N 0.230 1.488 -0.055
10 N -1.597 0.130 -0.424
11 O -2.234 -0.456 0.715
12 O -0.208 -2.036 -0.338
13 S 2.165 -1.148 0.204

***

Run y
Here is 3 unconnected molecules or ions with the total composition C2H5N3O2S from OMol25. Energies are from the ωB97M-V functional and the def2-TZVPD basis.

For the HOMO energy, the calculation gives -0.370 Eh. The calculation puts the lowest unoccupied orbital energy at -0.9 eV.

Element x y z (Å)
1 C 2.175 0.711 -2.236
2 C -2.390 -1.592 2.449
3 N 3.195 0.446 -1.739
4 N -3.301 -2.136 1.789
5 N 1.151 0.818 -3.009
6 O 2.720 0.753 1.303
7 O 0.728 1.971 0.760
8 S 2.147 1.811 0.484
9 H -1.575 -2.354 2.603
10 H -2.124 -0.498 2.567
11 H -4.018 -1.480 1.539
12 H 0.964 0.203 -3.822
13 H 0.329 1.348 -2.687

***

Stability, highest: run y

***

Run w
Here is a single C2H5N3O2S molecule from OMol25. Energies are from the ωB97M-V functional and the def2-TZVPD basis.

For the HOMO energy, the calculation gives -0.315 Eh. The calculation puts the lowest unoccupied orbital energy at 0.2 eV. As for the SMILES: [H]/N=C/NOC(=S)NO.

Element x y z (Å)
1 C 1.055 0.062 -0.292
2 C -2.365 0.489 0.216
3 H -0.049 -1.337 1.527
4 H 2.490 -0.564 1.042
5 H -1.628 -1.294 -0.093
6 H -1.847 1.442 0.773
7 H -4.205 0.722 0.088
8 N 1.486 -0.587 0.794
9 N -1.178 -0.447 0.220
10 N -3.581 -0.041 0.043
11 O 0.915 -1.632 1.234
12 O -0.195 -0.171 -0.756
13 S 1.890 1.230 -0.882

***

Run x
Here is a single C2H5N3O2S molecule from OMol25. Energies are from the ωB97M-V functional and the def2-TZVPD basis.

For the HOMO energy, the calculation gives -0.334 Eh. The calculation puts the lowest unoccupied orbital energy at 0.1 eV. As for the SMILES: [H]/N=C(\NO)O/C=N\S.

Element x y z (Å)
1 C -1.294 0.435 -0.062
2 C 0.982 1.173 -0.035
3 H -3.598 -0.918 0.982
4 H -0.930 -1.416 0.456
5 H -2.844 1.694 0.079
6 H 0.639 2.110 0.118
7 H 3.646 -0.738 -0.099
8 N -1.723 -0.788 -0.108
9 N -1.848 1.592 0.039
10 N 2.195 0.900 0.110
11 O -3.148 -1.149 -0.033
12 O 0.125 0.102 -0.176
13 S 2.423 -0.871 0.027

***

Stability, highest: run x

***

Run w
Here is a molecular structure, C28H31Cl3MgO8S2Sb2 from OMol25. Energies are from the ωB97M-V functional and the def2-TZVPD basis.

For the HOMO energy, the calculation gives -0.078 Eh. The calculation puts the lowest unoccupied orbital energy at 3.8 eV. Its total charge is -2.

Element x y z (Å)
1 Mg 1.969 0.730 0.728
2 Cl -0.354 4.322 6.596
3 C 0.115 3.211 5.347
4 C -0.491 1.952 5.328
5 C -0.135 1.051 4.358
6 Cl -0.865 -0.504 4.355
7 C 0.825 1.343 3.327
8 O 1.107 0.509 2.434
9 C 1.430 2.645 3.413
10 C 2.422 2.996 2.457
11 O 2.820 2.332 1.503
12 C 1.064 3.557 4.426
13 H -1.228 1.690 6.070
14 H 2.876 3.998 2.617
15 H 1.535 4.531 4.461
16 C 0.021 -3.891 3.672
17 Sb -0.050 -2.393 2.010
18 C -2.257 -2.495 2.013
19 C 0.258 -4.036 0.531
20 C -0.990 -4.497 -0.082
21 C -1.694 -5.553 0.498
22 C -2.915 -5.977 0.006
23 C -3.462 -5.344 -1.098
24 C -2.766 -4.310 -1.699
25 C -1.535 -3.868 -1.220
26 C -0.847 -2.774 -1.909
27 Sb -1.069 -0.763 -0.948
28 C -3.150 -0.634 -1.700
29 C -0.261 0.057 -2.798
30 H 1.035 -4.281 3.716
31 H -0.673 -4.707 3.496
32 H -0.207 -3.439 4.635
33 H -2.585 -3.396 1.510
34 H -2.650 -1.633 1.478
35 H -2.642 -2.493 3.027
36 H 0.746 -4.831 1.095
37 H 0.961 -3.610 -0.179
38 H -1.270 -6.038 1.369
39 H -3.436 -6.800 0.482
40 H -4.422 -5.657 -1.492
41 H -3.188 -3.818 -2.566
42 H -1.232 -2.666 -2.925
43 H 0.230 -2.915 -1.942
44 H -3.244 -0.801 -2.769
45 H -3.556 0.339 -1.453
46 H -3.727 -1.393 -1.182
47 H -0.740 -0.376 -3.675
48 H 0.802 -0.158 -2.808
49 H -0.404 1.132 -2.808
50 O 3.638 0.225 -0.248
51 S 3.195 -1.172 0.032
52 O 1.695 -1.112 0.002
53 O 3.713 -2.128 -0.929
54 S 3.776 -1.593 1.861
55 C 0.377 5.649 -3.019
56 C 1.133 4.373 -3.245
57 C 1.291 3.907 -4.541
58 C 2.001 2.746 -4.778
59 Cl 2.186 2.220 -6.419
60 C 2.582 2.036 -3.742
61 C 2.422 2.492 -2.445
62 C 1.678 3.638 -2.182
63 O 1.553 4.077 -0.880
64 C 0.269 3.908 -0.303
65 C -0.217 2.429 -0.325
66 O -1.417 2.237 -0.496
67 O 0.665 1.555 -0.193
68 H 0.494 6.335 -3.858
69 H 0.734 6.129 -2.112
70 H -0.684 5.427 -2.906
71 H 0.871 4.459 -5.369
72 H 3.140 1.130 -3.929
73 H 2.843 1.939 -1.614
74 H -0.485 4.525 -0.808
75 H 0.378 4.223 0.739

***

Run x
Here is a molecular structure, C28H31Cl3MgO8S2Sb2 from OMol25. Energies are from the ωB97M-V functional and the def2-TZVPD basis.

For the HOMO energy, the calculation gives -0.082 Eh. The calculation puts the lowest unoccupied orbital energy at 4.1 eV. Its total charge is -2.

Element x y z (Å)
1 Mg 0.790 0.215 -0.929
2 Cl 7.287 2.760 0.367
3 C 5.653 2.145 0.332
4 C 4.771 2.527 1.355
5 C 3.513 1.997 1.370
6 Cl 2.364 2.488 2.550
7 C 3.050 1.052 0.383
8 O 1.951 0.453 0.524
9 C 3.926 0.860 -0.739
10 C 3.417 0.271 -1.947
11 O 2.270 -0.096 -2.173
12 C 5.239 1.361 -0.706
13 H 5.080 3.232 2.114
14 H 4.154 0.186 -2.768
15 H 5.913 1.140 -1.524
16 C -3.403 1.162 -1.043
17 Sb -1.904 1.668 0.444
18 C -2.206 3.815 0.194
19 C -3.673 1.632 1.925
20 C -3.178 1.879 3.280
21 C -3.031 3.199 3.727
22 C -2.495 3.504 4.965
23 C -2.074 2.481 5.801
24 C -2.226 1.167 5.385
25 C -2.788 0.838 4.153
26 C -3.028 -0.596 3.820
27 Sb -1.907 -1.371 2.055
28 C -0.074 -0.570 2.815
29 C -1.437 -3.302 3.051
30 H -4.393 1.484 -0.718
31 H -3.385 0.088 -1.226
32 H -3.095 1.687 -1.943
33 H -3.232 4.108 0.427
34 H -1.972 4.030 -0.844
35 H -1.494 4.341 0.831
36 H -4.146 0.658 1.803
37 H -4.355 2.411 1.589
38 H -3.357 4.000 3.074
39 H -2.406 4.537 5.282
40 H -1.637 2.704 6.767
41 H -1.922 0.363 6.047
42 H -4.086 -0.758 3.595
43 H -2.762 -1.230 4.667
44 H 0.087 -0.890 3.845
45 H -0.127 0.515 2.764
46 H 0.733 -0.910 2.175
47 H -1.225 -3.160 4.110
48 H -0.552 -3.716 2.567
49 H -2.252 -4.020 2.948
50 O -0.651 0.732 -1.998
51 S -0.131 2.087 -2.441
52 O 0.831 1.922 -3.518
53 O -1.261 2.935 -2.799
54 S 0.805 2.849 -0.868
55 C 2.187 -5.061 -4.310
56 C 1.550 -3.722 -4.553
57 C 1.831 -2.966 -5.677
58 C 1.281 -1.700 -5.817
59 Cl 1.672 -0.766 -7.233
60 C 0.451 -1.168 -4.852
61 C 0.131 -1.942 -3.744
62 C 0.669 -3.211 -3.590
63 O 0.393 -4.050 -2.555
64 C -0.196 -3.508 -1.382
65 C 0.611 -2.313 -0.800
66 O 1.833 -2.364 -0.873
67 O -0.088 -1.380 -0.285
68 H 2.913 -5.298 -5.086
69 H 1.429 -5.845 -4.264
70 H 2.686 -5.042 -3.340
71 H 2.505 -3.342 -6.436
72 H 0.091 -0.151 -4.917
73 H -0.517 -1.504 -2.998
74 H -0.167 -4.322 -0.656
75 H -1.234 -3.206 -1.550

***

Stability, highest: run w

***

Run w
Here is a gas-phase ion, CHN2O4 (charge -1) from OMol25. Energies are from the ωB97M-V functional and the def2-TZVPD basis.

For the HOMO energy, the calculation gives -0.147 Eh. The calculation puts the lowest unoccupied orbital energy at 4.0 eV. As for the SMILES: [O-][N+]([O-])=C=[N+]([O-])O. Its total charge is -1.

Element x y z (Å)
1 C 0.236 0.367 -0.392
2 N 1.489 0.472 0.054
3 N -0.678 -0.454 -0.069
4 O 2.434 0.070 -0.656
5 O 1.694 1.098 1.088
6 O -0.822 -1.605 0.463
7 O -1.831 0.170 -0.536
8 H -2.523 -0.117 0.048

***

Run x
Here is 2 unconnected molecules or ions with the total composition CHN2O4 from OMol25. Energies are from the ωB97M-V functional and the def2-TZVPD basis.

For the HOMO energy, the calculation gives -0.191 Eh. The calculation puts the lowest unoccupied orbital energy at 3.9 eV. Its total charge is -1.

Element x y z (Å)
1 C -1.115 -0.869 -0.238
2 N 0.085 0.170 0.549
3 N 0.853 0.941 -0.108
4 O -2.185 -0.469 0.094
5 O -0.523 -1.661 -0.879
6 O 0.202 1.513 -1.030
7 O 2.070 1.041 -0.038
8 H 0.612 -0.666 1.651

***

Stability, highest: run x

***

Run w
Here is a single C20H24N4O5S molecule from OMol25. Energies are from the ωB97M-V functional and the def2-TZVPD basis.

For the HOMO energy, the calculation gives -0.303 Eh. The calculation puts the lowest unoccupied orbital energy at 0.3 eV. As for the SMILES: Cc1ccc(S(=O)(=O)N2CCN(CC(=O)N/N=C\c3ccc(O)c(O)c3)CC2)cc1.

Element x y z (Å)
1 C -7.084 -1.030 -0.328
2 C -5.703 -0.479 -0.161
3 C -5.096 0.243 -1.184
4 C -3.826 0.769 -1.019
5 C -3.164 0.571 0.177
6 C -3.746 -0.141 1.208
7 C -5.014 -0.664 1.036
8 H -5.480 -1.220 1.835
9 H -3.199 -0.266 2.129
10 S -1.520 1.208 0.424
11 O -1.128 1.965 -0.747
12 O -1.428 1.870 1.688
13 N -0.644 -0.222 0.532
14 C -0.463 -0.849 -0.760
15 C 0.195 -2.215 -0.584
16 N 1.465 -2.028 0.088
17 C 2.341 -3.184 0.084
18 C 3.826 -2.787 0.152
19 O 4.692 -3.571 0.450
20 N 4.003 -1.487 -0.199
21 N 5.196 -0.857 -0.173
22 C 5.251 0.406 -0.301
23 C 4.131 1.348 -0.442
24 C 3.083 1.140 -1.337
25 C 1.984 1.984 -1.338
26 C 1.903 3.033 -0.438
27 C 2.984 3.288 0.426
28 C 4.084 2.451 0.412
29 H 4.889 2.643 1.103
30 O 2.926 4.337 1.280
31 H 2.061 4.757 1.160
32 O 0.825 3.859 -0.338
33 H 0.033 3.387 -0.655
34 H 1.165 1.826 -2.025
35 H 3.141 0.345 -2.068
36 H 6.246 0.821 -0.214
37 H 3.144 -0.951 -0.348
38 H 2.137 -3.890 0.902
39 H 2.211 -3.726 -0.857
40 C 1.237 -1.483 1.416
41 C 0.600 -0.104 1.274
42 H 0.354 0.324 2.245
43 H 1.298 0.567 0.756
44 H 2.192 -1.388 1.935
45 H 0.575 -2.136 2.008
46 H -0.482 -2.873 -0.012
47 H 0.369 -2.657 -1.567
48 H 0.168 -0.223 -1.405
49 H -1.448 -0.950 -1.220
50 H -3.340 1.335 -1.798
51 H -5.621 0.395 -2.115
52 H -7.804 -0.370 0.155
53 H -7.168 -2.010 0.136
54 H -7.350 -1.109 -1.379

***

Run x
Here is a single C20H24N4O5S molecule from OMol25. Energies are from the ωB97M-V functional and the def2-TZVPD basis.

For the HOMO energy, the calculation gives -0.305 Eh. The calculation puts the lowest unoccupied orbital energy at 0.0 eV. As for the SMILES: O=C(CN1CCN(S(=O)(=O)/C=C/c2ccccc2)CC1)NC(=O)NCc1ccco1.

Element x y z (Å)
1 O -2.013 3.613 -0.657
2 C -1.282 3.502 -1.623
3 N -1.544 2.653 -2.661
4 C -2.412 1.529 -2.666
5 O -2.294 0.708 -3.545
6 N -3.301 1.498 -1.661
7 H -3.203 2.209 -0.938
8 C -3.961 0.252 -1.312
9 C -3.079 -0.568 -0.426
10 C -2.128 -1.500 -0.721
11 C -1.540 -1.872 0.512
12 C -2.171 -1.131 1.461
13 O -3.100 -0.336 0.905
14 H -2.063 -1.079 2.527
15 H -0.764 -2.593 0.662
16 H -1.885 -1.871 -1.696
17 H -4.156 -0.292 -2.239
18 H -4.899 0.489 -0.807
19 H -0.907 2.643 -3.447
20 C 0.048 4.240 -1.736
21 N 1.137 3.605 -1.022
22 C 1.481 2.247 -1.395
23 C 0.703 1.168 -0.621
24 N 0.766 1.392 0.807
25 S 2.158 0.785 1.524
26 O 3.271 0.773 0.611
27 O 2.324 1.440 2.788
28 C 1.635 -0.889 1.808
29 C 2.226 -1.889 1.168
30 C 1.921 -3.309 1.265
31 C 2.516 -4.192 0.362
32 C 2.238 -5.545 0.409
33 C 1.365 -6.041 1.363
34 C 0.774 -5.177 2.272
35 C 1.047 -3.824 2.226
36 H 0.591 -3.159 2.943
37 H 0.098 -5.562 3.021
38 H 1.149 -7.098 1.402
39 H 2.704 -6.215 -0.298
40 H 3.197 -3.806 -0.383
41 H 3.023 -1.619 0.486
42 H 0.830 -0.964 2.514
43 C 0.384 2.736 1.197
44 H 0.589 2.825 2.263
45 C 1.191 3.781 0.418
46 H 0.848 4.786 0.669
47 H 2.243 3.681 0.710
48 H -0.688 2.853 1.022
49 H 1.137 0.187 -0.817
50 H -0.353 1.140 -0.908
51 H 1.343 2.116 -2.470
52 H 2.542 2.111 -1.158
53 H 0.343 4.328 -2.787
54 H -0.079 5.242 -1.321

***

Stability, highest: run x